Record 1
A single C4H7NO molecule in a non-equilibrium geometry. Source: OMol25; level of theory: wB97M-V/def2-TZVPD.

The SMILES is CN1CC(=O)C1. Its calculated total energy is -7796.5565 eV. Its energy above the lowest of the compared OMol25 structures with the same formula, charge and spin is 297.93 kJ/mol. The maximum force is 4.27 eV/Å.

Each line ends with the Löwdin charge.
Geometry (Å):
C1 -1.73 -0.02 -0.11  -0.13
C2 0.69 -1.04 0.11  -0.09
C3 1.70 0.00 -0.02  -0.45
C4 0.68 1.06 0.07  -0.09
H1 -2.19 0.34 0.90  0.10
H2 -2.22 -0.95 -0.37  0.07
H3 -2.17 0.59 -0.95  0.09
H4 0.80 -1.61 1.01  0.11
H5 0.62 -1.79 -0.77  0.15
H6 0.62 1.65 1.11  0.16
H7 0.68 1.79 -0.83  0.15
N1 -0.35 0.00 0.00  -0.21
O1 2.87 -0.01 -0.15  0.14



Record 2
A molecular structure, C3H12N6O3Tl in a non-equilibrium geometry. Source: OMol25; level of theory: wB97M-V/def2-TZVPD.

Its calculated total energy is -23048.7466 eV. Its energy above the lowest of the compared OMol25 structures with the same formula, charge and spin is 289.47 kJ/mol. Its net charge is +3. The maximum force is 6.01 eV/Å.

Each line ends with the Löwdin charge.
Geometry (Å):
Tl1 -1.15 1.41 0.29  1.60
C1 1.89 1.21 0.77  -0.61
O1 0.66 1.19 0.83  -0.09
N1 2.59 1.33 -0.32  0.26
N2 2.61 1.10 1.84  0.27
H1 2.11 1.21 -1.20  0.11
H2 3.58 1.18 -0.16  0.17
H3 2.16 1.12 2.74  0.16
H4 3.60 0.89 1.77  0.16
C2 0.38 0.73 -2.12  -0.75
O2 0.32 1.44 -1.16  -0.05
N3 -0.02 0.97 -3.29  0.30
N4 0.82 -0.47 -2.04  0.26
H5 0.26 0.26 -3.96  0.17
H6 -0.58 1.79 -3.45  0.18
H7 1.21 -0.82 -1.17  0.15
H8 0.57 -1.11 -2.78  0.17
C3 -2.31 -1.29 1.54  -0.55
O3 -1.65 -0.26 1.18  -0.07
N5 -3.23 -1.87 0.77  0.25
N6 -2.30 -1.77 2.72  0.28
H9 -3.75 -2.66 1.13  0.16
H10 -3.33 -1.60 -0.20  0.14
H11 -2.52 -2.75 2.80  0.17
H12 -1.91 -1.24 3.48  0.17



Record 3
9 unconnected molecules or ions with the total composition C39H58F30N10O22S10 in a non-equilibrium geometry. Source: OMol25; level of theory: wB97M-V/def2-TZVPD.

Its calculated total energy is -291185.7354 eV. The maximum force is 9.06 eV/Å.

Each line ends with the Löwdin charge.
Geometry (Å):
C1 -7.84 4.18 -3.42  -0.01
C2 -6.53 4.09 -2.64  -0.26
C3 -5.27 4.69 -3.17  -0.21
O1 -4.06 4.41 -2.47  -0.18
C4 -2.86 4.76 -3.20  -0.06
N1 -6.66 4.53 -1.13  0.25
H1 -7.36 3.95 -0.68  0.11
H2 -5.82 4.43 -0.59  0.14
H3 -6.97 5.49 -1.01  0.16
H4 -8.67 4.37 -2.74  0.08
H5 -8.04 3.21 -3.89  0.09
H6 -7.89 4.99 -4.15  0.09
H7 -6.35 3.02 -2.53  0.13
H8 -5.37 5.77 -3.09  0.13
H9 -5.19 4.56 -4.25  0.14
H10 -2.76 5.77 -3.60  0.10
H11 -2.79 4.11 -4.07  0.09
H12 -1.98 4.57 -2.59  0.08
C5 0.14 2.30 -0.42  -0.02
C6 0.99 1.11 -0.93  -0.25
C7 0.33 0.50 -2.19  -0.16
O2 1.28 0.05 -3.19  -0.23
C8 0.77 -0.04 -4.52  -0.06
N2 2.37 1.65 -1.33  0.22
H13 2.34 2.66 -1.37  0.06
H14 3.18 1.43 -0.78  0.07
H15 2.56 1.35 -2.27  0.12
H16 0.04 3.14 -1.11  0.07
H17 0.48 2.78 0.49  0.08
H18 -0.87 1.98 -0.19  0.08
H19 1.25 0.31 -0.24  0.11
H20 -0.29 1.25 -2.69  0.12
H21 -0.47 -0.21 -2.00  0.11
H22 -0.10 -0.67 -4.71  0.10
H23 1.59 -0.34 -5.17  0.09
H24 0.70 0.98 -4.90  0.08
C9 -1.11 -1.98 0.18  -0.05
C10 -0.52 -2.70 1.39  -0.24
C11 -1.17 -2.38 2.70  -0.10
N3 -0.59 -3.16 3.91  -0.19
C12 -1.07 -2.46 5.21  -0.10
C13 -0.89 -3.22 6.50  -0.15
C14 -1.27 -4.72 6.40  -0.17
C15 -0.76 -5.48 5.16  -0.15
C16 -0.97 -4.70 3.81  -0.07
C17 0.92 -3.05 3.97  0.00
H25 -1.03 -2.52 -0.77  0.07
H26 -0.44 -1.13 0.08  0.05
H27 -2.09 -1.49 0.19  0.08
H28 0.57 -2.70 1.46  0.08
H29 -0.68 -3.78 1.29  0.10
H30 -2.25 -2.52 2.59  0.16
H31 -0.93 -1.35 2.94  0.13
H32 -2.15 -2.32 5.07  0.14
H33 -0.47 -1.56 5.23  0.13
H34 -1.57 -2.77 7.22  0.14
H35 0.16 -3.09 6.74  0.11
H36 -2.35 -4.66 6.32  0.12
H37 -1.20 -5.27 7.34  0.12
H38 -1.25 -6.44 4.98  0.12
H39 0.32 -5.54 5.31  0.10
H40 -2.03 -4.75 3.56  0.13
H41 -0.41 -5.26 3.06  0.11
H42 1.33 -3.35 4.94  0.10
H43 1.32 -2.06 3.73  0.10
H44 1.23 -3.82 3.27  0.08
C18 1.98 -3.03 -1.62  0.07
N4 3.01 -3.40 -0.62  -0.07
C19 2.70 -4.45 0.12  -0.01
C20 3.60 -5.00 1.01  0.03
C21 4.77 -4.41 1.21  -0.19
C22 5.09 -3.31 0.47  0.09
C23 4.18 -2.75 -0.50  0.08
C24 5.69 -5.03 2.18  -0.14
C25 6.84 -5.55 1.70  0.05
C26 7.78 -6.18 2.53  0.10
N5 7.46 -6.33 3.90  -0.09
C27 6.31 -5.85 4.37  0.01
C28 5.43 -5.18 3.54  0.07
C29 8.38 -7.10 4.74  0.05
H45 0.98 -3.35 -1.35  0.09
H46 2.37 -3.48 -2.53  0.13
H47 2.00 -1.94 -1.75  0.10
H48 1.78 -4.96 -0.13  0.15
H49 3.31 -5.83 1.65  0.14
H50 6.06 -2.85 0.56  0.13
H51 4.46 -2.08 -1.30  0.15
H52 7.18 -5.50 0.68  0.15
H53 8.76 -6.49 2.18  0.15
H54 6.03 -6.08 5.39  0.16
H55 4.55 -4.75 4.00  0.14
H56 9.19 -7.27 4.03  0.10
H57 7.85 -8.04 4.89  0.12
H58 8.66 -6.42 5.54  0.12
C30 -4.25 1.31 0.02  -0.61
F1 -3.44 0.36 0.54  0.11
F2 -3.81 2.54 -0.08  0.15
F3 -4.58 0.89 -1.23  0.08
S1 -5.99 1.38 0.91  0.69
O3 -6.15 0.11 1.65  -0.32
O4 -6.05 2.63 1.63  -0.32
N6 -7.14 1.53 -0.40  -0.32
S2 -8.45 0.86 0.27  0.57
O5 -8.64 -0.54 -0.10  -0.30
O6 -8.74 1.16 1.65  -0.32
C31 -9.90 1.89 -0.55  -0.64
F4 -11.00 1.21 -0.20  0.12
F5 -10.02 3.14 -0.07  0.11
F6 -9.81 1.84 -1.87  0.12
C32 -1.30 2.91 -9.51  -0.62
F7 -2.38 2.08 -9.35  0.10
F8 -1.20 3.23 -10.77  0.16
F9 -1.40 4.09 -8.89  0.12
S3 0.41 2.02 -8.95  0.72
O7 1.52 2.86 -9.46  -0.33
O8 0.49 1.87 -7.45  -0.38
N7 0.27 0.52 -9.79  -0.32
S4 1.28 -0.39 -9.00  0.55
O9 2.66 0.08 -9.00  -0.32
O10 0.74 -0.80 -7.73  -0.35
C33 1.23 -2.13 -10.01  -0.56
F10 0.14 -2.85 -9.65  0.10
F11 1.28 -1.96 -11.37  0.08
F12 2.37 -2.81 -9.75  0.10
C34 -2.41 3.22 3.54  -0.53
F13 -2.24 2.90 2.24  0.10
F14 -1.37 3.95 4.05  0.12
F15 -3.64 3.85 3.72  0.09
S5 -2.50 1.45 4.40  0.70
O11 -3.36 0.62 3.55  -0.33
O12 -1.10 1.02 4.48  -0.35
N8 -3.32 1.98 5.87  -0.28
S6 -3.14 0.70 6.72  0.50
O13 -3.72 -0.42 6.03  -0.33
O14 -1.81 0.48 7.26  -0.33
C35 -4.25 1.03 8.30  -0.61
F16 -5.45 1.53 8.01  0.14
F17 -4.40 -0.15 8.92  0.11
F18 -3.69 1.84 9.24  0.10
C36 3.32 -0.18 2.31  -0.62
F19 3.21 -1.37 1.76  0.11
F20 2.31 0.60 1.81  0.10
F21 3.12 -0.13 3.65  0.14
S7 4.98 0.55 1.75  0.72
O15 5.08 1.82 2.50  -0.27
O16 5.97 -0.43 2.16  -0.32
N9 4.73 0.69 -0.01  -0.31
S8 6.17 0.76 -0.46  0.55
O17 7.10 1.73 0.15  -0.28
O18 6.82 -0.56 -0.72  -0.36
C37 5.90 1.36 -2.32  -0.64
F22 5.54 2.60 -2.35  0.19
F23 7.05 1.25 -2.99  0.16
F24 4.93 0.58 -2.88  0.09
C38 1.39 4.14 -4.11  -0.67
F25 0.26 3.59 -3.66  0.12
F26 2.42 3.30 -4.08  0.14
F27 1.23 4.70 -5.34  0.15
S9 1.87 5.44 -2.96  0.68
O19 2.85 6.18 -3.61  -0.24
O20 0.61 6.21 -2.74  -0.31
N10 2.41 4.50 -1.58  -0.33
S10 2.23 5.46 -0.40  0.58
O21 2.78 6.77 -0.80  -0.31
O22 0.87 5.33 0.13  -0.33
C39 3.35 4.57 1.02  -0.67
F28 4.58 4.31 0.62  0.13
F29 3.48 5.44 1.97  0.17
F30 2.76 3.45 1.41  0.13